(1)
A structure of composition C24H26N2O7 at a distorted geometry, computed with the ωB97M-V functional and the def2-TZVPD basis.

## Properties
HOMO-LUMO gap = 0.2950 Ha
F_max = 0.280 Eh/bohr

```
59
Properties=species:S:1:pos:R:3:forces:R:3
C 0.14091 -4.32879 -3.85626 10.47 -1.49 1.34
C 0.52055 -2.90567 -3.33132 -1.04 -3.51 0.92
C -0.31683 -2.70407 -2.17005 5.76 0.05 7.29
H -0.17100 -3.45609 -1.30386 -0.62 0.30 -1.88
H -1.22424 -2.43586 -2.27687 -6.79 1.02 -1.34
C 0.04839 -1.35893 -1.17292 1.71 -1.63 -4.92
N -0.32958 -0.21967 -1.90073 4.67 -1.18 -8.35
H 0.59875 -0.07905 -2.86267 -3.60 -0.74 3.23
C -0.17929 0.93810 -1.24107 -8.41 3.31 3.00
C -1.22952 2.06053 -1.80350 3.89 -3.21 0.36
C -2.00232 1.52401 -2.92122 0.08 7.22 1.84
C -2.73559 2.58356 -3.41956 -4.09 0.95 -1.83
C -2.85070 4.15238 -2.82990 -3.66 -9.38 -8.64
C -2.12824 4.16357 -1.83167 4.53 7.93 9.03
C -1.13927 3.34275 -1.26189 -2.31 -3.91 -0.97
O -0.59243 3.63336 -0.05322 -7.22 8.84 -5.87
H -0.08920 3.09507 0.32168 7.06 -8.11 4.90
H -2.17759 5.22952 -1.26627 0.17 -2.07 -0.90
O -3.67439 4.95098 -3.47592 2.13 2.33 4.60
C -4.61298 4.64953 -4.37999 0.43 1.07 -3.31
H -4.94311 5.70546 -4.59766 -0.84 -1.64 -0.30
H -4.02363 4.27859 -5.21445 -0.34 0.09 -1.07
H -5.30531 3.84926 -4.24246 -1.00 -0.13 1.12
H -3.62164 2.26893 -4.16588 2.29 0.97 1.13
H -1.77994 0.67178 -3.45891 -0.10 -1.88 -0.38
H 0.67764 1.41090 -1.15518 4.63 1.63 0.70
C -0.82793 0.52766 0.19895 5.98 -5.97 -6.72
C 0.20421 0.48772 1.11690 1.67 7.24 8.13
O 0.63464 1.60515 1.63989 -0.25 -2.65 -2.87
N 0.29321 -0.58554 1.90737 1.59 -1.72 -0.19
C -0.21339 -1.74329 1.17364 -1.01 8.85 -0.85
O -0.24125 -2.72933 1.69255 -0.47 -9.01 2.92
C -0.85534 -1.17421 -0.08049 3.45 2.20 3.96
H -1.80158 -1.45928 -0.16174 -3.89 -1.68 -0.86
C 1.16955 -0.70711 3.12292 -0.21 -10.21 -10.16
C 1.93702 -2.04077 3.10542 1.89 9.09 8.38
C 2.86905 -1.93466 4.27981 -9.98 7.55 -3.80
C 2.50638 -1.12271 5.43218 6.66 -0.05 -0.35
C 1.92874 0.06290 5.16645 -0.65 -0.38 4.93
C 1.13865 0.04863 4.08998 -4.88 11.38 3.36
H 0.34204 1.15208 3.94739 2.61 -3.71 0.35
H 1.76851 0.69338 6.06151 0.07 0.31 -1.14
O 3.55312 -1.24691 6.52533 -3.09 0.54 -1.42
C 3.56398 -0.17861 7.56403 1.21 -0.81 -2.53
H 4.40697 -0.72088 8.19958 -2.11 2.13 -0.55
H 3.86562 0.82039 6.97924 -0.19 -1.98 1.73
H 2.51059 -0.02528 7.92240 1.28 -0.34 0.51
H 3.23717 -2.70803 4.50725 6.46 -10.72 2.83
H 2.05103 -2.68280 2.38105 0.33 -3.29 -3.69
H -1.74059 0.66459 0.45981 -5.63 2.20 1.80
C 1.59578 -1.42153 -0.94873 -3.17 7.97 -3.93
O 2.39076 -0.58586 -1.30549 -0.08 0.88 -0.73
O 1.90346 -2.38414 -0.33365 0.52 -9.31 5.21
H 2.72383 -2.36269 0.10999 2.12 0.17 0.38
H 0.28022 -2.12029 -3.96241 0.62 1.31 -1.90
H 1.46086 -3.11999 -2.94316 2.44 0.98 -0.05
H -0.74109 -4.26221 -4.13003 -8.59 -0.36 -2.60
H 0.38800 -5.18497 -3.05889 -0.87 2.09 -1.65
H 0.83832 -4.58155 -4.78729 -1.58 0.44 1.81
```
Positions in Å, forces in eV/Å.


(2)
A structure of composition C24H26N3O8S2Ti at a distorted geometry, computed with the ωB97M-V functional and the def2-TZVPD basis.

## Properties
HOMO-LUMO gap (spin up / spin down) = 0.2651 / 0.3155 Ha
Expectation value of S² = 0.755
F_max = 0.042 Eh/bohr
Multiplicity = 2

```
64
Properties=species:S:1:pos:R:3:forces:R:3
Ti -0.67159 -0.20242 0.83043 1.66 0.56 1.23
O -3.90712 -2.24683 1.53382 -0.06 -0.11 -0.13
C -2.90247 -1.76067 1.08961 0.07 0.03 0.06
O -2.13579 -0.87813 1.69060 -1.51 -0.88 0.57
C -2.34725 -2.13747 -0.27660 -0.20 -0.02 0.11
C -3.00796 -3.05568 -1.09792 -0.13 -0.10 0.01
C -2.48208 -3.33291 -2.32384 0.01 0.06 0.05
C -1.26568 -2.72875 -2.70682 0.03 -0.06 -0.07
C -0.64420 -3.00425 -3.95001 -0.04 -0.01 0.03
C 0.55375 -2.43820 -4.26452 0.06 0.05 0.05
C 1.19063 -1.57360 -3.34411 0.01 -0.06 -0.09
C 0.61548 -1.28180 -2.14384 -0.07 0.08 0.09
C -0.63835 -1.84302 -1.80606 0.14 0.05 -0.02
N -1.22136 -1.53263 -0.60555 -0.74 -1.06 -1.32
H -3.92005 -3.50235 -0.72941 -0.02 0.04 -0.01
H -2.97615 -4.01402 -3.00587 0.01 -0.01 0.01
H -1.13767 -3.67807 -4.63939 -0.01 0.00 0.01
H 1.02552 -2.65527 -5.21354 0.00 0.02 0.00
H 2.14514 -1.13165 -3.59733 0.00 -0.01 -0.01
H 1.10548 -0.61392 -1.44885 -0.02 0.05 -0.02
N 0.51652 -1.82130 1.56215 0.45 -0.29 0.30
C 1.43464 -2.26288 2.10762 -0.02 -0.37 -0.10
N 2.43249 -2.85453 2.70471 -0.04 -0.05 0.18
C 3.43094 -2.09263 3.47375 0.00 0.06 -0.08
C 4.73220 -2.00565 2.69008 0.04 -0.07 0.00
C 5.20541 -3.39688 2.26532 -0.07 0.06 -0.04
C 4.11953 -4.09683 1.44789 0.04 -0.01 0.07
C 2.84247 -4.19731 2.27026 0.06 0.08 -0.12
H 3.58460 -2.62397 4.41732 -0.03 0.02 0.00
H 3.03074 -1.10363 3.67829 -0.05 0.03 0.02
H 5.48323 -1.50943 3.30666 0.00 0.01 -0.01
H 4.56662 -1.38124 1.80793 0.01 0.03 0.02
H 5.42139 -3.99393 3.15859 0.05 -0.01 -0.02
H 6.12946 -3.32669 1.69068 0.01 0.00 0.01
H 4.43570 -5.09383 1.13609 0.01 0.00 0.01
H 3.90962 -3.51408 0.54572 0.01 -0.06 -0.03
H 3.01625 -4.78948 3.17287 -0.03 -0.02 -0.01
H 2.02576 -4.65106 1.71188 -0.02 0.02 0.02
C -4.05166 7.28739 -1.35720 0.02 -0.05 0.00
C -3.50047 5.88896 -1.28231 -0.03 0.03 0.00
C -4.34283 4.80123 -1.07690 0.00 -0.01 0.00
C -3.83819 3.51335 -0.98221 0.06 0.01 0.00
C -2.47224 3.31278 -1.10098 0.03 0.07 0.05
C -1.61313 4.38023 -1.32156 -0.02 -0.03 -0.02
C -2.13158 5.66087 -1.40837 0.02 -0.01 0.00
S -1.82487 1.68128 -0.94905 -0.43 0.44 -0.26
O -0.62006 1.58786 -1.74130 0.00 -0.03 -0.02
O -2.89426 0.77016 -1.27673 0.01 -0.01 0.05
O -1.45852 1.57257 0.52468 -0.55 0.64 -0.83
H -5.13086 7.27565 -1.50319 0.00 0.02 0.00
H -3.59950 7.84461 -2.17793 0.00 0.01 0.00
H -3.84334 7.83140 -0.43380 0.00 0.01 0.00
H -5.41102 4.96382 -0.99753 0.00 0.00 0.02
H -4.48615 2.66127 -0.83036 -0.02 0.01 0.00
H -0.55455 4.19364 -1.44863 0.01 0.02 0.00
H -1.46657 6.49796 -1.58635 0.00 0.00 0.00
C 1.12149 2.99237 1.61963 -0.13 -0.04 -0.09
S 1.29138 1.25706 1.85558 0.85 -0.05 0.42
O 2.57933 1.02074 2.44927 -0.03 -0.02 0.06
O 1.15506 0.61325 0.50145 0.52 0.53 0.12
O 0.13798 0.77095 2.64082 0.09 0.33 -0.31
H 2.07947 3.37317 1.27625 -0.01 0.01 0.00
H 0.84369 3.41974 2.58027 0.06 0.03 0.00
H 0.33554 3.15468 0.88785 -0.04 0.04 0.04
```
Positions in Å, forces in eV/Å.


(3)
An isolated molecule of C24H26N6O4S at a distorted geometry, computed with the ωB97M-V functional and the def2-TZVPD basis.

## Properties
SMILES = CCOc1ccc(NCc2nnc(SCC(=O)Nc3cc(C)on3)n2-c2ccccc2OC)cc1
HOMO-LUMO gap = 0.2977 Ha
F_max = 0.026 Eh/bohr

```
61
Properties=species:S:1:pos:R:3:forces:R:3
C -4.12419 -3.51421 -1.45969 0.38 0.12 0.25
C -3.18063 -2.82813 -0.48379 -0.36 0.09 -0.04
O -1.89325 -3.37257 -0.67711 0.19 -0.12 -0.06
C -0.86526 -2.90398 0.09819 0.10 0.05 0.09
C 0.38601 -3.47027 -0.14500 -0.16 0.07 -0.01
C 1.49513 -3.03879 0.54589 -0.11 0.03 0.09
C 1.39352 -2.03130 1.50765 -0.34 -0.17 0.03
N 2.53756 -1.63346 2.19088 0.49 -0.12 0.11
C 2.60451 -0.33930 2.82819 0.00 -0.16 0.10
C 2.08994 0.79302 1.99908 -0.05 0.09 0.09
N 1.36448 1.76983 2.45626 0.25 -0.78 1.02
N 1.05379 2.58918 1.43914 0.06 0.51 -0.88
C 1.59274 2.09026 0.35618 0.05 0.18 0.13
S 1.53478 2.78614 -1.23178 0.06 0.41 -0.37
C 0.08772 3.87464 -0.99458 0.25 -0.34 0.02
C -1.17264 3.02621 -1.00842 0.25 0.29 0.18
O -1.80349 2.81869 -2.02019 -0.16 -0.04 -0.32
N -1.49229 2.52574 0.21520 -0.02 -0.02 0.51
C -2.56590 1.70309 0.47036 -0.80 -0.57 0.10
C -3.63884 1.33983 -0.38992 -0.26 -0.34 0.34
C -4.42053 0.54282 0.39402 0.48 0.43 -0.44
C -5.70790 -0.14969 0.14283 0.10 0.09 0.24
O -3.86136 0.43174 1.61197 -0.79 -0.39 -0.32
N -2.71289 1.15392 1.65349 1.16 0.69 0.11
N 2.27647 0.94423 0.64564 -0.37 0.59 0.32
C 2.82798 0.05098 -0.29458 0.05 -0.28 -0.48
C 4.16394 -0.30347 -0.24219 -0.17 0.07 -0.13
C 4.67679 -1.19799 -1.16614 0.14 -0.08 0.09
C 3.84554 -1.72540 -2.13774 -0.03 0.02 0.00
C 2.50812 -1.37363 -2.19960 -0.16 0.09 -0.13
C 1.97334 -0.48445 -1.27547 -0.09 0.21 0.15
O 0.68539 -0.07502 -1.22574 0.58 -0.32 0.30
C -0.19659 -0.46550 -2.25459 -0.21 -0.09 -0.25
C 0.13903 -1.48939 1.76645 0.35 -0.04 0.06
C -0.97681 -1.91865 1.06872 -0.34 -0.23 -0.28
H -5.13318 -3.13189 -1.33437 -0.13 0.03 0.00
H -3.79815 -3.33368 -2.48042 -0.01 0.02 -0.12
H -4.12352 -4.58602 -1.28153 -0.06 -0.11 0.00
H -3.16387 -1.74449 -0.67117 0.03 -0.07 0.11
H -3.51221 -2.99965 0.55017 0.07 0.09 -0.07
H 0.46748 -4.24319 -0.89357 0.01 -0.10 -0.10
H 2.46205 -3.47460 0.33525 0.11 -0.05 -0.03
H 3.38850 -1.92364 1.73121 -0.12 0.11 0.09
H 2.01141 -0.34427 3.74945 0.13 0.15 -0.07
H 3.64535 -0.14907 3.10694 -0.11 -0.09 0.04
H 0.22838 4.41502 -0.06099 -0.06 0.08 -0.05
H 0.08764 4.54632 -1.85147 -0.05 -0.06 0.08
H -0.84517 2.66398 0.99406 0.01 0.10 -0.23
H -3.78034 1.63770 -1.40552 -0.08 0.02 -0.19
H -6.53128 0.44137 0.54320 -0.08 -0.03 0.00
H -5.71411 -1.11725 0.63918 -0.04 -0.11 -0.02
H -5.85716 -0.27918 -0.92493 -0.02 -0.03 -0.05
H 4.79634 0.13143 0.51818 0.04 0.08 0.08
H 5.71844 -1.47525 -1.12702 0.10 -0.02 -0.01
H 4.23954 -2.42267 -2.86126 0.03 -0.06 -0.08
H 1.87923 -1.80651 -2.95989 -0.11 -0.04 -0.06
H -1.12135 0.07778 -2.06661 0.01 -0.05 -0.04
H 0.19152 -0.17799 -3.23566 0.00 0.02 0.02
H -0.38771 -1.54110 -2.22623 0.02 0.01 -0.01
H 0.01090 -0.71742 2.50781 -0.03 0.12 0.10
H -1.92494 -1.46334 1.30094 -0.15 0.08 -0.01
```
Positions in Å, forces in eV/Å.


(4)
A structure of composition C24H27MnN4O2S4, computed with the ωB97M-V functional and the def2-TZVPD basis.

## Properties
HOMO-LUMO gap (spin up / spin down) = 0.2294 / 0.2065 Ha
Expectation value of S² = 6.043
F_max = 0.009 Eh/bohr
Multiplicity = 5

```
62
Properties=species:S:1:pos:R:3:forces:R:3
Mn 0.98854 0.17079 -1.14450 0.26 -0.22 -0.15
S 2.79183 2.62908 -3.19536 0.22 -0.05 0.12
S 1.74054 2.69243 -4.99089 -0.24 0.22 -0.06
S 2.15421 1.16390 -6.08172 0.05 -0.17 -0.11
S 2.79237 0.67466 -2.60104 -0.30 -0.03 0.38
O -2.65898 -4.42462 2.56338 -0.03 -0.11 0.07
C -2.30187 -4.53740 1.19630 0.10 -0.01 -0.07
C -1.92546 -3.17898 0.67260 -0.01 -0.03 -0.02
C -2.15022 -2.84342 -0.65388 0.11 0.14 0.04
C -1.66782 -1.63946 -1.14039 0.00 -0.10 0.13
N -0.99055 -0.77448 -0.38480 0.33 -0.05 0.15
C -0.82069 -1.08042 0.91019 0.00 0.05 -0.01
C -1.27596 -2.25334 1.48317 -0.18 0.03 -0.22
C -0.00237 -0.12647 1.70277 0.07 0.04 -0.05
C -0.40085 0.30398 2.96256 0.19 -0.08 0.00
C 0.40059 1.19884 3.65280 0.15 0.08 -0.05
C 0.01771 1.73408 5.01267 0.15 0.08 0.02
O -1.25594 1.33262 5.45466 -0.09 -0.02 -0.05
C 1.59448 1.60411 3.05320 -0.18 -0.16 -0.04
C 1.91427 1.12481 1.79851 -0.01 -0.12 0.05
N 1.12826 0.28493 1.11989 -0.35 0.22 -0.08
H -2.79435 -5.30997 2.91889 0.03 0.12 -0.03
H -3.12272 -4.95016 0.59790 0.05 0.05 0.04
H -1.42674 -5.19462 1.07376 -0.13 0.08 -0.03
H -2.65720 -3.52078 -1.32458 -0.03 -0.06 -0.03
H -1.80779 -1.36869 -2.17778 0.04 -0.01 -0.06
H -1.08908 -2.46572 2.52302 0.02 -0.04 0.11
H -1.31985 -0.06766 3.39073 -0.05 0.02 0.04
H 0.11142 2.82968 5.00571 0.01 -0.12 -0.02
H 0.72965 1.35913 5.75233 -0.03 0.02 -0.04
H -1.92058 1.75287 4.89895 -0.04 0.01 0.05
H 2.26995 2.28438 3.54989 0.04 0.08 0.08
H 2.84160 1.40386 1.31261 0.00 0.05 -0.04
C -1.49081 6.02627 -0.88214 0.03 0.07 0.04
C -0.89641 4.65253 -0.89935 -0.04 -0.14 -0.04
C 0.44029 4.42698 -0.61113 0.02 -0.02 0.01
C 0.95879 3.14726 -0.69049 0.05 -0.11 0.03
N 0.21758 2.08200 -1.00446 -0.16 0.05 -0.07
C -1.08332 2.28869 -1.26458 0.05 0.03 -0.03
C -1.66562 3.53743 -1.23464 0.11 0.00 0.04
H -0.79138 6.75675 -0.48029 0.01 0.01 0.00
H -2.39925 6.05217 -0.28271 -0.05 -0.01 0.03
H -1.75811 6.33514 -1.89226 -0.01 0.01 -0.06
H 1.09906 5.24276 -0.34975 0.01 0.06 0.01
H 2.01129 2.95796 -0.50881 -0.12 0.04 0.00
H -1.66575 1.40634 -1.50123 0.03 0.07 0.00
H -2.71623 3.63252 -1.46950 -0.05 0.04 -0.01
C 2.33274 -2.60772 0.63547 0.22 0.22 0.12
C 1.72604 -2.80503 -0.71304 -0.03 -0.01 0.20
C 1.47772 -4.00250 -1.34824 -0.03 0.00 -0.11
C 0.92794 -3.68563 -2.61337 0.01 -0.01 0.19
C 0.88118 -2.31239 -2.67995 -0.15 0.20 -0.25
C 0.41901 -1.46734 -3.82593 0.07 0.30 -0.15
N 1.35404 -1.76553 -1.51912 0.23 0.15 -0.06
H 3.09140 -3.36758 0.82251 0.00 -0.05 0.02
H 1.60280 -2.67498 1.44862 -0.06 0.03 0.05
H 2.82339 -1.63059 0.71722 -0.07 -0.20 -0.06
H 1.70591 -4.97956 -0.96028 0.05 -0.15 0.06
H 0.63195 -4.36677 -3.38878 -0.06 -0.14 -0.17
H -0.39695 -1.95587 -4.35812 -0.03 -0.07 -0.09
H 1.22476 -1.25840 -4.54438 -0.19 -0.03 0.18
H 0.05155 -0.47287 -3.51281 0.07 -0.24 -0.02
```
Positions in Å, forces in eV/Å.